Computed, not measured: C7H14N2O2 in the gas phase at a distorted geometry, with ωB97M-V with the def2-TZVPD basis set.

Geometry as XYZ:
```
25
Properties=species:S:1:pos:R:3
H 0.64 -1.47 -2.04
H -1.76 -0.68 -2.03
N -2.08 0.01 0.66
N 0.62 0.07 -0.59
C 0.96 -0.49 1.84
H 0.72 2.25 1.50
H 1.62 1.42 -1.78
H 0.28 0.76 -2.65
C -1.44 -1.35 -1.28
H -2.52 -1.94 0.74
H -0.09 1.94 -1.33
C 1.13 0.32 0.61
O -2.30 0.02 1.90
H -1.48 -2.39 -1.54
C 0.64 1.09 -1.61
H 0.44 -2.10 -0.52
H 1.84 -0.42 2.50
O -1.60 1.02 0.08
C 1.54 1.80 0.93
H 2.42 1.86 1.66
H 0.73 -1.59 1.68
C -2.25 -1.13 0.04
H -0.02 -0.06 2.28
C 0.11 -1.25 -1.11
H 1.84 2.32 0.05
```

Values from the calculation:
Spin multiplicity ... 1
ΔE to the lowest compared entry with this formula, charge and spin ... 5.0976 eV
Electronic energy ... -14555.6821 eV

---

Computed, not measured: a 5-piece molecular cluster, C35H50F4NO16 overall at a distorted geometry, with ωB97M-V with the def2-TZVPD basis set.

Geometry as XYZ:
```
106
Properties=species:S:1:pos:R:3
C 0.59 -2.13 -0.32
C 0.66 4.48 5.18
C -0.07 -1.97 2.13
N -1.51 3.58 5.91
H 0.17 -1.57 -5.51
H -0.92 -3.59 -6.40
C 0.15 5.60 4.24
F 4.28 0.94 -4.27
O -1.50 -0.99 3.88
C 0.86 -2.32 -2.83
C -0.27 -2.72 0.80
O -1.27 3.15 -0.21
H 4.05 4.76 5.06
O -1.85 -6.68 -0.78
H 4.06 2.76 -5.04
C 0.30 -3.05 -4.04
C -0.77 -7.57 -1.05
O -2.77 -4.96 -1.90
H 1.45 3.82 -0.43
O 2.68 2.38 -3.56
C -0.76 7.24 8.82
H -2.91 4.87 6.70
H 0.86 -1.42 2.15
H 3.25 4.24 6.50
F 0.75 -6.92 -8.76
H -0.73 5.32 3.67
H -3.04 -4.30 -5.75
O -0.59 6.55 7.63
H 5.09 2.12 -2.21
H -2.12 -1.28 1.95
C -1.11 5.23 7.73
H 1.09 -3.41 -4.68
C -0.12 -2.30 -1.67
C -0.50 -6.41 -8.87
C 2.69 3.46 -2.74
H -2.38 -3.92 -4.20
H -3.47 -2.79 -5.03
H -1.06 -1.38 -4.30
C -0.54 -2.12 -4.90
H 0.70 -1.07 -0.14
H -0.01 -3.75 0.96
F 1.62 3.71 1.58
C -1.42 -4.38 -9.16
O -0.49 -5.07 -8.42
H -0.26 -7.86 -0.13
O 0.39 -0.80 5.06
H 5.76 3.31 -3.34
C 3.11 4.80 5.58
H 0.78 4.95 6.14
H 1.58 -2.57 -0.32
C -0.07 2.08 4.86
H -0.08 -6.06 -10.97
H -0.27 -3.89 -3.65
H -0.29 4.53 7.83
C -0.93 -6.26 -10.31
H -0.01 -2.67 2.95
C -1.87 4.90 6.45
C 4.00 2.24 -4.08
H -1.86 -2.17 -6.60
H -0.56 5.08 0.13
C 2.06 4.06 4.74
H -0.11 6.48 4.80
O -1.05 0.96 -0.68
H -0.85 4.09 1.58
H -3.34 2.83 6.54
H -0.92 0.00 2.16
H -1.48 -7.12 -10.68
H -2.89 0.56 5.79
C -2.17 1.33 5.63
H -1.18 -6.99 -8.25
H 0.82 -6.09 -1.46
H 0.92 5.89 3.54
C -1.47 -2.84 -5.85
C -0.32 3.35 5.30
O 1.71 4.03 -2.35
H -0.83 -1.50 -1.76
F 0.75 -7.50 -2.88
C 4.84 2.85 -2.98
O 3.95 3.83 -2.44
C -2.65 -3.48 -5.15
H 0.85 1.84 4.38
H 2.82 5.81 5.81
H 1.14 -1.31 -3.09
C -0.97 1.06 5.03
H 1.77 -2.82 -2.49
H 2.28 3.01 4.87
H -1.74 5.14 8.60
H -1.30 -2.58 0.52
C -0.62 -0.33 4.62
C 0.10 -6.73 -1.97
H -1.14 -8.46 -1.55
C -0.49 4.08 0.55
O 0.61 2.10 0.35
O -1.77 -5.10 -10.25
C -0.62 1.97 -0.23
O -1.86 -3.32 -8.88
H -0.67 -3.24 -1.64
C -1.92 -5.78 -1.78
H 2.26 4.31 3.71
O -0.86 -5.93 -2.64
C -2.42 2.59 6.06
H -1.77 5.67 5.71
C -1.20 -1.01 2.44
C 0.89 3.48 0.44
O 0.15 7.58 9.49
H -1.81 7.45 9.04
```

Values from the calculation:
Net charge ... +1
Spin multiplicity ... 1
Electronic energy ... -82219.1960 eV

---

Computed, not measured: C37H62BGaN10OS as an isolated structure, with ωB97M-V with the def2-TZVPD basis set.

Geometry as XYZ:
```
113
Properties=species:S:1:pos:R:3
C -0.98 2.01 4.38
N 1.52 -0.96 1.07
H -0.42 2.66 -2.72
H 1.85 -2.30 4.92
H -5.19 0.36 0.14
H 1.66 -0.34 0.25
N -1.46 -0.06 1.69
C 1.55 5.12 -3.62
C 0.57 4.04 -3.86
H -0.03 3.47 1.38
N -1.30 -2.74 2.42
H 1.57 2.05 3.67
C -1.11 -3.41 3.59
H 1.54 -4.16 2.67
C 2.58 -1.99 1.18
H 3.60 1.53 -4.25
C 1.47 2.38 -2.14
H -0.30 2.57 5.02
N -2.71 -2.27 -0.28
C -4.99 0.73 1.15
N 2.74 2.34 -2.54
C -3.41 -2.77 -1.31
C -3.54 0.72 1.46
C -2.35 -3.82 4.06
H 3.99 8.05 -3.11
H 1.58 4.93 -1.47
H -1.06 0.99 4.77
O -0.24 4.04 -4.74
C -1.39 -2.15 -2.02
N -2.65 -2.71 2.20
H -5.18 -3.92 2.30
C -0.75 -0.24 -3.39
H 2.68 -2.25 2.23
H 0.63 -5.50 3.39
H -5.05 -4.16 4.04
C 3.31 7.23 -3.25
H 3.26 7.44 -5.39
H 5.93 4.28 -5.29
H -0.15 -3.61 -4.00
N 0.52 2.97 -2.91
H -1.32 3.96 2.50
H -3.10 2.73 2.20
C -0.05 -4.12 5.72
C 5.07 3.61 -5.29
C 1.96 5.47 -2.33
C -2.75 1.74 1.95
H 5.39 2.65 -5.70
H 4.32 4.03 -5.97
C 1.06 -1.67 -2.42
H 0.46 -2.23 -4.92
C 2.00 5.84 -4.72
C -0.33 -2.57 -4.25
C -0.36 3.45 2.42
B -3.23 -1.81 1.09
H -0.80 0.38 -2.50
H -2.87 -3.03 -3.42
C -4.81 -3.25 -1.19
H 2.74 -4.10 0.75
H 0.36 4.00 3.02
H 2.00 -4.79 4.24
N 0.75 -3.45 0.40
C -0.44 2.00 2.93
H -0.47 -5.12 5.69
H 0.50 -4.22 1.00
H 3.53 -1.59 0.84
H -1.96 2.47 4.43
H -1.27 -2.50 -4.80
H -4.42 -1.87 1.11
Ga -0.36 -1.67 1.00
C -0.34 -1.68 -3.00
C -1.47 1.22 2.12
S 1.00 1.70 -0.65
N -1.46 -1.90 -0.69
N -2.76 -0.36 1.32
H 5.26 3.07 -3.21
H -5.13 -3.69 -2.14
H 1.03 -1.74 3.46
C 0.21 -3.57 4.31
C 4.50 3.46 -3.89
H -5.55 0.11 1.85
H -5.26 -2.54 3.39
H -5.37 1.75 1.23
H -4.91 -4.01 -0.41
H -2.54 -4.38 4.97
H 1.47 1.50 2.01
H 0.27 -1.52 5.03
H 0.90 -4.17 6.26
C 0.88 -2.20 4.44
C 2.21 -3.23 0.36
C -2.59 -2.72 -2.42
H 2.53 2.88 -4.56
H 0.39 -3.67 -0.52
H 4.19 4.43 -3.49
C 1.14 -4.56 3.60
H 0.98 0.43 3.40
H 1.60 -0.31 1.85
C 2.83 6.53 -2.15
H 3.14 6.81 -1.15
C 3.30 2.52 -3.89
H 2.53 -3.10 -0.67
H -0.02 0.18 -4.09
C -4.78 -3.50 3.22
H 3.37 1.98 -1.85
H -0.72 -3.47 6.28
C 0.98 1.44 2.98
H 1.76 -1.24 -3.14
H 1.40 -2.68 -2.22
H -1.72 -0.24 -3.88
H -5.49 -2.43 -0.95
H 1.12 -1.04 -1.53
C 2.89 6.89 -4.54
H 1.65 5.58 -5.71
C -3.30 -3.36 3.17
```

Values from the calculation:
Net charge ... +2
Spin multiplicity ... 1
ΔE to the lowest compared entry with this formula, charge and spin ... 0.1748 eV
Electronic energy ... -120205.6060 eV

---

Computed, not measured: a 2-piece molecular cluster, C2H2F3NO overall at a distorted geometry, with ωB97M-V with the def2-TZVPD basis set.

Geometry as XYZ:
```
9
Properties=species:S:1:pos:R:3
H 0.38 2.15 -0.87
N -0.23 -2.36 -0.78
F -1.07 1.35 0.22
C 0.19 1.69 0.15
O -0.14 -2.12 -1.97
H 0.82 0.92 0.52
F 0.47 2.70 0.96
C -0.35 -1.96 0.29
F -0.06 -2.36 1.48
```

Values from the calculation:
SMILES ... [O-][N+]#CF.FCF
Spin multiplicity ... 1
ΔE to the lowest compared entry with this formula, charge and spin ... 5.9311 eV
Electronic energy ... -13791.1688 eV